Entry from the Open Molecules 2025 dataset: 2 unconnected molecules or ions with the total composition C18H18N (wB97M-V/def2-TZVPD).

XYZ file:
```
37
Properties=species:S:1:pos:R:3
C -2.432 1.505 -2.250
C -0.810 2.205 -0.819
H -4.391 -0.051 -0.954
C 0.319 -1.323 1.367
H -0.846 -3.050 0.737
C 1.643 -0.212 -0.572
H 0.120 -1.668 -0.711
H -3.248 -1.168 -1.730
C 2.480 0.728 0.100
C -0.562 -2.032 3.981
C 0.629 -1.022 0.008
H -3.142 1.343 -3.055
C -0.540 -2.451 1.599
H -3.145 -0.883 0.036
C 2.668 0.515 -2.695
H 0.003 2.766 -0.377
C 1.811 -0.320 -1.993
C 3.400 1.499 -2.014
H -1.210 3.279 -2.755
H -1.657 -3.632 3.009
C 3.291 1.602 -0.621
C -3.352 -0.417 -0.934
H -1.305 0.608 0.694
H 2.770 0.404 -3.777
C -1.418 1.072 -0.279
H 0.651 -0.370 4.654
H -0.896 -2.300 4.984
H 3.857 2.370 -0.085
C -1.447 2.473 -2.075
H 1.233 -1.083 -2.523
H 2.489 0.776 1.184
N -2.421 0.680 -1.145
C -0.984 -2.782 2.872
C 0.725 -0.579 2.514
H 1.345 0.305 2.399
H 4.069 2.163 -2.564
C 0.303 -0.947 3.792
```

## Properties
HOMO level = -11.03 eV
energy = -20440.2666 eV
net charge = +1

Mulliken analysis output, partial charges in e: number 1, C, carries -0.48; number 2, C, carries -0.55; number 3, H, carries 0.36; number 4, C, carries 1.07; number 5, H, carries 0.41; number 6, C, carries 1.29; number 7, H, carries 0.19; number 8, H, carries 0.33; number 9, C, carries -0.18; number 10, C, carries -0.29; number 11, C, carries -0.67; number 12, H, carries 0.43; number 13, C, carries -0.36; number 14, H, carries 0.29; number 15, C, carries -0.70; number 16, H, carries 0.47; number 17, C, carries -0.49; number 18, C, carries -0.32; number 19, H, carries 0.42; number 20, H, carries 0.40; number 21, C, carries -0.86; number 22, C, carries -0.92; number 23, H, carries 0.77; number 24, H, carries 0.40; number 25, C, carries -0.59; number 26, H, carries 0.40; number 27, H, carries 0.41; number 28, H, carries 0.42; number 29, C, carries -0.67; number 30, H, carries 0.37; number 31, H, carries 0.27; number 32, N, carries 0.22; number 33, C, carries -0.77; number 34, C, carries 0.14; number 35, H, carries 0.33; number 36, H, carries 0.42; number 37, C, carries -0.97


Entry from the Open Molecules 2025 dataset: a molecular structure, C18H18N2O2 (wB97M-V/def2-TZVPD).

XYZ file:
```
40
Properties=species:S:1:pos:R:3
H -7.197 2.956 0.501
H 3.557 -2.183 -1.567
N -0.343 -4.964 -1.656
C 2.360 -0.892 -0.332
H -5.676 3.083 -0.430
C 0.246 -4.078 -1.055
N 1.083 -3.054 -0.632
H 7.050 3.030 0.186
C 2.453 0.294 0.451
H 0.096 -0.289 0.915
H -5.639 3.135 1.361
O -6.157 1.273 0.534
H 5.287 3.422 -0.013
C -2.524 0.600 0.339
C -3.696 1.332 0.472
H -3.799 -2.568 0.171
H 3.639 2.072 1.031
C 6.023 2.695 0.394
H -1.585 1.150 0.278
H 1.978 -3.455 -0.999
H 5.601 -0.821 -1.457
C -6.143 2.704 0.488
C -4.966 -0.780 0.397
C 1.067 -1.606 -0.472
C -0.064 -1.101 0.245
C -1.309 -1.568 0.099
H 5.870 2.572 1.488
H -3.673 2.429 0.560
H -1.374 -2.606 -0.132
H 0.813 -2.001 -1.746
C 4.767 0.713 -0.210
C -4.947 0.649 0.484
C 3.535 -1.269 -0.984
C 4.703 -0.507 -0.925
H -5.944 -1.284 0.438
O 5.934 1.405 -0.304
C -2.501 -0.821 0.264
C -3.773 -1.475 0.268
H 1.646 0.701 1.059
C 3.603 1.106 0.491
```

## Properties
HOMO level = -7.34 eV
energy = -26027.0506 eV

Mulliken analysis output, partial charges in e: number 1, H, carries 0.25; number 2, H, carries 0.22; number 3, N, carries -0.60; number 4, C, carries 0.58; number 5, H, carries 0.35; number 6, C, carries 0.51; number 7, N, carries -0.38; number 8, H, carries 0.24; number 9, C, carries -0.72; number 10, H, carries 0.52; number 11, H, carries 0.33; number 12, O, carries -0.44; number 13, H, carries 0.32; number 14, C, carries -0.67; number 15, C, carries -0.51; number 16, H, carries 0.34; number 17, H, carries 0.33; number 18, C, carries -0.78; number 19, H, carries 0.42; number 20, H, carries 0.26; number 21, H, carries 0.38; number 22, C, carries -0.84; number 23, C, carries -0.58; number 24, C, carries 1.47; number 25, C, carries -0.74; number 26, C, carries -1.06; number 27, H, carries 0.32; number 28, H, carries 0.32; number 29, H, carries 0.23; number 30, H, carries 0.35; number 31, C, carries 0.79; number 32, C, carries 0.90; number 33, C, carries -0.43; number 34, C, carries -0.94; number 35, H, carries 0.38; number 36, O, carries -0.44; number 37, C, carries 0.31; number 38, C, carries -0.52; number 39, H, carries 0.21; number 40, C, carries -0.70


Entry from the Open Molecules 2025 dataset: a single C18H18N2O3 molecule (wB97M-V/def2-TZVPD).

XYZ file:
```
41
Properties=species:S:1:pos:R:3
C -2.145 0.480 -0.121
H -3.820 2.188 -1.615
C 3.857 -1.549 -0.392
H 5.182 -3.155 -0.849
H -2.526 -3.249 0.621
C 0.746 1.664 0.471
H 2.830 2.401 0.548
C -3.547 -1.461 0.139
H -6.065 -1.173 -1.013
H -6.159 -0.833 0.733
O -4.542 0.636 -0.437
H 4.832 1.584 0.469
C 2.118 1.613 0.413
C 6.249 -1.363 -0.366
O -0.451 3.560 -0.449
N 1.391 -0.442 0.022
H -6.672 -2.419 0.106
H 0.503 3.605 1.317
H -0.970 2.607 1.319
O -4.694 -2.195 0.170
H 2.953 -2.117 -0.540
C 4.896 0.548 0.177
C 5.104 -2.118 -0.562
H 7.027 0.561 0.158
H -3.992 2.561 0.126
C -2.397 -2.198 0.416
N 2.470 0.334 0.141
C 3.746 -0.210 -0.022
H -0.271 -2.209 0.653
H -5.436 2.357 -0.893
C -4.420 2.008 -0.717
C -5.959 -1.603 -0.015
C -1.147 -1.622 0.434
H -0.665 2.905 -1.123
C -1.003 -0.262 0.174
H 7.223 -1.808 -0.500
C -3.410 -0.089 -0.143
C 6.139 -0.033 0.003
C 0.329 0.326 0.210
C -0.076 2.880 0.739
H -2.050 1.525 -0.359
```

## Properties
HOMO level = -7.70 eV
structure (SMILES) = COc1ccc(-c2nn(-c3ccccc3)cc2CO)cc1OC
energy = -28079.4324 eV

Mulliken analysis output, partial charges in e: number 1, C, carries -0.31; number 2, H, carries 0.32; number 3, C, carries -0.50; number 4, H, carries 0.37; number 5, H, carries 0.42; number 6, C, carries -0.16; number 7, H, carries 0.44; number 8, C, carries 0.35; number 9, H, carries 0.25; number 10, H, carries 0.27; number 11, O, carries -0.49; number 12, H, carries 0.26; number 13, C, carries -0.45; number 14, C, carries -0.46; number 15, O, carries -0.54; number 16, N, carries -1.05; number 17, H, carries 0.29; number 18, H, carries 0.40; number 19, H, carries 0.36; number 20, O, carries -0.47; number 21, H, carries 0.39; number 22, C, carries -0.48; number 23, C, carries -0.60; number 24, H, carries 0.36; number 25, H, carries 0.35; number 26, C, carries -0.68; number 27, N, carries 0.84; number 28, C, carries 1.18; number 29, H, carries 0.45; number 30, H, carries 0.25; number 31, C, carries -0.89; number 32, C, carries -0.71; number 33, C, carries -0.96; number 34, H, carries 0.41; number 35, C, carries 0.36; number 36, H, carries 0.38; number 37, C, carries 1.43; number 38, C, carries -0.71; number 39, C, carries 0.37; number 40, C, carries -1.04; number 41, H, carries 0.01


Entry from the Open Molecules 2025 dataset: a single C18H18N2OS molecule (wB97M-V/def2-TZVPD).

XYZ file:
```
40
Properties=species:S:1:pos:R:3
N 1.743 4.507 -4.225
H -0.170 -1.435 -1.473
C 1.848 2.293 -4.101
H 2.201 -2.898 3.479
H 0.096 3.474 -0.451
C 1.183 -3.262 3.603
C 1.226 4.146 -3.061
H -1.799 2.155 0.148
H -0.275 0.477 -2.775
O -1.433 2.176 -2.430
C -0.451 1.221 -2.003
C -0.779 -0.949 -0.725
H -1.128 2.575 -3.238
C 0.950 2.765 -0.456
H 0.906 2.111 0.397
H 1.904 3.298 -0.441
C -1.228 -2.958 3.232
C 0.935 -4.568 4.080
H 0.853 4.841 -2.323
H 2.567 3.354 -5.871
C -1.624 1.075 0.229
C -1.958 -1.001 1.374
C 2.173 3.375 -4.855
H -2.711 0.866 2.103
C -2.154 0.381 1.324
H 0.206 -1.407 3.033
C -0.941 0.420 -0.793
C -0.379 -5.069 4.057
H -1.160 -2.743 0.389
C 0.079 -2.453 3.245
H -2.448 -4.705 3.645
C -1.280 -1.666 0.338
H 1.729 -5.229 4.393
H -0.547 -6.124 4.314
C -1.481 -4.282 3.660
C 0.903 1.940 -1.724
H 2.058 1.242 -4.363
N 1.278 2.754 -2.921
H 1.656 1.161 -1.598
S -2.549 -1.857 2.786
```

## Properties
HOMO level = -8.20 eV
structure (SMILES) = C[C@@H]([C@H](O)c1ccc(Sc2ccccc2)cc1)n1ccnc1
energy = -34820.6681 eV

Mulliken analysis output, partial charges in e: number 1, N, carries -0.66; number 2, H, carries 0.40; number 3, C, carries -0.17; number 4, H, carries 0.37; number 5, H, carries 0.37; number 6, C, carries -0.46; number 7, C, carries 0.01; number 8, H, carries 0.37; number 9, H, carries 0.42; number 10, O, carries -0.56; number 11, C, carries -0.28; number 12, C, carries -0.21; number 13, H, carries 0.37; number 14, C, carries -1.71; number 15, H, carries 0.38; number 16, H, carries 0.46; number 17, C, carries 0.29; number 18, C, carries -0.47; number 19, H, carries 0.37; number 20, H, carries 0.36; number 21, C, carries -0.39; number 22, C, carries 0.20; number 23, C, carries -0.48; number 24, H, carries 0.47; number 25, C, carries -0.85; number 26, H, carries 0.45; number 27, C, carries 0.41; number 28, C, carries -0.32; number 29, H, carries 0.45; number 30, C, carries -0.30; number 31, H, carries 0.43; number 32, C, carries -0.63; number 33, H, carries 0.37; number 34, H, carries 0.32; number 35, C, carries -0.53; number 36, C, carries 0.31; number 37, H, carries 0.34; number 38, N, carries 0.10; number 39, H, carries 0.28; number 40, S, carries -0.28


The calculation returns the following lowest unoccupied orbital energy values, one per record and in order: -5.853 -0.080 0.706 0.581 eV.
The calculation returns the following energy above the lowest of the compared OMol25 structures with the same formula, charge and spin values, one per record and in order: 48.5 184.3 71.6 43.8 kcal per mole.
The calculation returns the following gap between HOMO and LUMO values, one per record and in order: 5.174 7.264 8.406 8.780 eV.